One molecule with the formula C4H8Cl2N2. Source: OMol25; level of theory: wB97M-V/def2-TZVPD.

```
16
Properties=species:S:1:pos:R:3:nbo_charge:R:1
C 1.84238 1.07713 -0.43211 -0.463
N 1.64628 -0.28463 -0.96589 -0.463
C 1.00709 -1.13283 -0.36070 0.275
N 0.23217 -0.98269 0.86568 -0.663
C -0.84733 0.07475 0.93570 -0.244
C -1.74957 0.02935 -0.37009 -0.213
Cl -2.92711 1.33070 -0.25766 -0.007
Cl -2.69613 -1.54248 -0.48098 -0.053
H 0.99604 1.81480 -0.61953 0.194
H 2.71167 1.55767 -0.77247 0.209
H 2.01431 1.09052 0.71707 0.187
H 0.89330 -2.14389 -0.98358 0.178
H -0.21132 -1.92256 1.00807 0.381
H -1.46440 -0.22087 1.85645 0.229
H -0.37175 1.04445 1.04278 0.225
H -1.07563 0.21058 -1.18273 0.227
```

The HOMO energy comes out at -9.487 eV. The SMILES is C/N=C\NCC(Cl)Cl. The spin multiplicity is 1. As for the energy above the lowest of the compared OMol25 structures with the same formula, charge and spin: 20.1 kcal per mole. The orbital gap is 0.37572 hartree. Its net charge is 0.

---

A 6-piece molecular cluster, C4H19INO5 overall. Source: OMol25; level of theory: wB97M-V/def2-TZVPD.

```
30
Properties=species:S:1:pos:R:3:nbo_charge:R:1
I -2.68711 1.76494 1.23824 -0.919
C -0.44568 -1.76164 -1.43855 -0.619
C 0.53743 -0.84742 -0.72204 -0.072
C 1.94068 -0.98012 -1.27121 -0.055
O 2.46983 -2.23735 -0.89223 -0.541
C 3.81787 -2.38983 -1.24864 -0.241
N 0.09686 0.54848 -0.87731 -0.877
H -0.55383 -1.48979 -2.48963 0.203
H -1.43911 -1.66484 -0.98802 0.228
H -0.17134 -2.81229 -1.33045 0.206
H 0.54144 -1.14683 0.33322 0.178
H 2.57021 -0.17307 -0.86393 0.155
H 1.95014 -0.87129 -2.36411 0.163
H 4.41119 -1.51056 -0.98204 0.163
H 3.93444 -2.61318 -2.31777 0.158
H 4.20308 -3.25993 -0.71264 0.183
H -0.72763 0.68881 -0.29587 0.401
H 0.80723 1.14151 -0.45697 0.356
O -1.46995 2.79783 -2.09347 -0.987
H -0.93416 1.99646 -2.02210 0.484
H -2.01047 2.76520 -1.29200 0.483
O -4.00977 -1.52629 0.53883 -0.970
H -3.65328 -0.62590 0.61320 0.495
H -3.54415 -2.00747 1.22777 0.458
O -0.10764 0.81567 3.64673 -0.968
H -0.86919 0.92595 3.05495 0.495
H -0.22966 1.50091 4.30789 0.454
O -1.42483 4.69072 3.09340 -0.961
H -1.10297 4.32965 3.92259 0.451
H -1.89962 3.95167 2.68216 0.496
```

The HOMO energy comes out at -5.149 eV. The spin multiplicity is 1. As for the energy above the lowest of the compared OMol25 structures with the same formula, charge and spin: 0.0 kcal per mole. The orbital gap is 0.29498 hartree. Its net charge is -1.

---

A 4-piece molecular cluster, C18H32BF9N4O6 overall. Source: OMol25; level of theory: wB97M-V/def2-TZVPD.

```
70
Properties=species:S:1:pos:R:3:nbo_charge:R:1
O 7.30583 -4.42511 -2.10339 -0.934
B 8.04911 -3.27057 -2.32850 1.285
O 9.29820 -3.32557 -2.83044 -0.868
O 7.51538 -2.02669 -1.95374 -0.655
C 6.23629 -1.87501 -2.33799 0.594
N 6.02922 -1.66543 -3.63083 -0.207
N 4.77510 -1.52946 -4.00943 -0.136
C 3.86339 -1.60434 -3.06074 0.220
C 2.40789 -1.49283 -3.50893 0.612
F 2.35346 -0.67190 -4.58247 -0.291
F 1.65463 -0.96202 -2.52774 -0.297
C 1.82892 -2.88358 -3.92748 0.581
F 1.06106 -2.69650 -5.02410 -0.290
F 2.83415 -3.72124 -4.27372 -0.304
C 0.90353 -3.59997 -2.90154 0.554
F 0.56801 -4.77422 -3.48868 -0.296
F -0.22198 -2.87905 -2.72171 -0.288
C 1.51255 -3.96353 -1.52027 0.924
F 1.51156 -2.92071 -0.69802 -0.287
F 0.76085 -4.93367 -0.98116 -0.299
F 2.75810 -4.42107 -1.66474 -0.305
N 4.07181 -1.77408 -1.76722 -0.144
N 5.31819 -1.91533 -1.37896 -0.171
H 6.82615 -4.72595 -2.87264 0.503
H 9.45070 -4.16721 -3.25293 0.501
C 0.67297 2.37601 -3.45999 -0.646
C -0.07752 2.02558 -2.18656 -0.063
O -0.75582 3.12308 -1.60460 -0.539
C -1.74562 3.74387 -2.40548 -0.064
C -2.87044 2.81215 -2.82151 -0.649
H 1.39022 3.17581 -3.27010 0.210
H 1.20959 1.50612 -3.83222 0.216
H 0.00153 2.71285 -4.25090 0.204
H 0.63019 1.68860 -1.42866 0.187
H -0.77025 1.19403 -2.35968 0.161
H -1.28904 4.21854 -3.28143 0.158
H -2.15387 4.54753 -1.79218 0.187
H -2.51503 1.99153 -3.44621 0.202
H -3.62413 3.35858 -3.38913 0.215
H -3.34622 2.37522 -1.94203 0.222
C -6.27272 3.45265 2.02212 -0.644
C -5.72575 2.06740 1.72031 -0.063
O -4.64711 2.05906 0.80602 -0.539
C -3.49228 2.78272 1.19657 -0.070
C -2.86338 2.29183 2.48853 -0.650
H -6.59119 3.94545 1.10264 0.210
H -7.12874 3.37855 2.69355 0.214
H -5.52970 4.09066 2.50218 0.204
H -6.50483 1.46576 1.25159 0.185
H -5.44681 1.55322 2.64703 0.161
H -3.71656 3.85460 1.25459 0.154
H -2.77739 2.65860 0.38254 0.196
H -3.53459 2.40241 3.34181 0.201
H -1.95644 2.85993 2.70104 0.212
H -2.60251 1.23618 2.41334 0.226
C -1.77889 -2.03042 6.34471 -0.644
C -1.59568 -1.57216 4.90773 -0.063
O -1.87281 -0.20035 4.69929 -0.537
C -1.08068 0.71799 5.42809 -0.063
C 0.40729 0.61929 5.13876 -0.645
H -2.79463 -1.82394 6.68375 0.212
H -1.59605 -3.10252 6.42125 0.215
H -1.09128 -1.52810 7.02636 0.203
H -2.29577 -2.10689 4.26590 0.188
H -0.58977 -1.81925 4.54976 0.159
H -1.27284 0.62133 6.50282 0.159
H -1.44166 1.70337 5.13297 0.188
H 0.81877 -0.34921 5.42538 0.203
H 0.94747 1.38701 5.69341 0.215
H 0.59785 0.76035 4.07398 0.214
```

The HOMO energy comes out at -9.412 eV. The SMILES is OB(O)Oc1nnc(C(F)(F)C(F)(F)C(F)(F)C(F)(F)F)nn1.CCOCC.CCOCC.CCOCC. The spin multiplicity is 1. The orbital gap is 0.28411 hartree. Its net charge is 0.

---

C26H48Cl3N5O3PPdSi as an isolated structure. Source: OMol25; level of theory: wB97M-V/def2-TZVPD.

```
88
Properties=species:S:1:pos:R:3:lowdin_charge:R:1
C 0.80133 3.45282 2.03643 -0.059
C 0.16753 2.49246 2.98521 -0.232
H 0.35986 4.44946 2.13926 0.055
H 0.69242 3.12527 0.98449 0.010
H 1.88202 3.54036 2.24121 0.090
C -0.66639 2.82216 3.98317 -0.136
C -1.09599 4.20206 4.32701 -0.120
H -1.08599 2.03446 4.61253 0.100
H -0.71827 4.96992 3.64358 0.055
H -0.76659 4.46499 5.33901 0.065
H -2.18999 4.26561 4.33478 0.061
Pd 0.22240 -0.25258 -0.07089 0.412
Cl 2.46488 -0.37891 0.56161 -0.086
Cl 0.42247 1.83535 -1.18734 -0.045
H 1.21063 -3.77755 -4.48652 0.090
H 3.40313 -2.45687 -4.88870 0.088
C 0.70393 -2.80701 -4.38184 -0.032
C 2.80824 -1.54730 -4.73178 -0.053
N 1.66058 -1.81873 -3.87828 -0.183
H -0.14686 -2.88960 -3.70157 0.080
C 1.48297 -1.16721 -2.72660 -0.285
O 0.50901 -1.42572 -1.96103 -0.181
H 3.42405 -0.78383 -4.24654 0.091
H 2.23603 -0.40287 -2.48048 0.112
H 0.36636 -2.49488 -5.37966 0.089
H 2.48545 -1.18977 -5.71843 0.086
H -1.97320 3.08947 0.77543 0.088
H -3.30754 1.90702 2.59032 0.087
C -2.52602 2.54597 -0.00455 -0.066
C -3.91132 1.52485 1.75250 -0.056
N -3.08564 1.33051 0.57097 -0.174
H -1.83793 2.30045 -0.82145 -0.016
C -2.80088 0.09176 0.15833 -0.306
O -1.93411 -0.20824 -0.70695 -0.156
H -4.35154 0.56207 2.02990 0.080
H -3.39866 -0.69810 0.65581 0.131
H -3.34957 3.18834 -0.35111 0.085
H -4.70508 2.25244 1.53907 0.083
O -0.42004 0.69123 1.64434 -0.378
C 0.41886 1.01829 2.67850 -0.457
C -1.10307 -0.57573 3.96685 -0.064
C 0.15601 0.02468 3.83089 -0.170
H -1.88345 -0.32296 3.24771 0.103
C -1.33122 -1.47996 5.01017 -0.119
H 1.47753 0.91995 2.37158 0.049
C 1.18482 -0.29644 4.71580 -0.034
H -2.31477 -1.95466 5.09133 0.096
C -0.32220 -1.75415 5.93985 -0.121
C 0.93592 -1.14960 5.79506 -0.101
H 2.16283 0.16171 4.53717 0.118
H -0.51698 -2.43041 6.77456 0.087
H 1.73091 -1.34258 6.51778 0.090
Si 1.64571 5.06439 -5.00212 0.092
Cl 1.34441 6.58067 -3.61747 0.287
C -0.06760 4.53638 -5.54239 -0.223
C 2.61059 3.76363 -4.07034 -0.221
C 2.60768 5.79535 -6.44165 -0.228
H -0.65771 4.21563 -4.67329 0.036
H -0.01713 3.70667 -6.25920 0.029
H -0.59133 5.37610 -6.02139 0.027
H 2.03969 6.60649 -6.91861 0.026
H 2.81189 5.02825 -7.20096 0.027
H 3.56726 6.20959 -6.10357 0.027
H 2.03929 3.40130 -3.20220 -0.007
H 3.55704 4.19178 -3.70809 0.033
H 2.84355 2.90612 -4.71590 0.026
C -1.72678 -5.24754 0.96838 -0.188
N -1.36029 -4.66746 -0.33709 -0.174
C -0.01029 -5.11110 -0.74255 -0.172
N 1.00775 -4.87198 0.29877 -0.175
C 0.57575 -5.44651 1.58661 -0.185
N -0.73593 -4.90804 2.01481 -0.159
C -0.68757 -3.46253 2.29682 -0.300
P -0.18768 -2.45133 0.78125 0.989
C -1.49979 -3.22243 -0.31579 -0.319
C 1.35553 -3.46650 0.45349 -0.347
H -1.75307 -6.34546 0.86854 0.117
H -2.70497 -4.84636 1.27079 0.119
H 0.27913 -4.57524 -1.65676 0.116
H -0.05156 -6.19851 -0.91934 0.117
H 1.32288 -5.19024 2.35069 0.122
H 0.48014 -6.53813 1.46494 0.117
H -1.67500 -3.11039 2.62907 0.077
H 0.03604 -3.25520 3.09967 0.088
H -1.43192 -2.78474 -1.31780 0.066
H -2.47270 -2.94516 0.12115 0.080
H 2.01263 -3.33482 1.32805 0.079
H 1.86747 -3.06067 -0.42496 0.050
```

The HOMO energy (alpha / beta) comes out at -3.160 / -4.288 eV. As for the expectation value of S²: 2.01. The spin multiplicity is 3. As for the energy above the lowest of the compared OMol25 structures with the same formula, charge and spin: 0.0 kcal per mole. The orbital gap (alpha / beta) is 0.20176 / 0.24321 hartree. Its net charge is -1.

---

The following max |F| values (in Eh/bohr) correspond, in order, to the records above: 0.0786, 0.0114, 0.0169, 0.0584.